Record 1
This record from OMol25 describes a molecular structure, C35H26F2N6O8Ti. The level of theory is ωB97M-V with the def2-TZVPD basis set.

Cartesian coordinates (Å):
Ti (0.44942, 0.98955, 0.68903)
F (-0.01677, 5.94198, 2.76400)
F (4.11131, 3.92271, 3.53658)
O (5.53671, -1.13795, -0.11710)
O (4.53096, -0.07197, 1.46635)
O (4.04956, -5.87877, 0.40146)
O (1.93012, -6.25018, 0.27173)
O (-1.20871, -2.64877, -0.09019)
O (-0.68524, -0.58983, 0.52881)
O (-0.14079, -1.99667, -5.18012)
O (1.99353, -0.01410, 0.42796)
N (4.59420, -0.93999, 0.61991)
N (2.89253, -5.51573, 0.33899)
N (-0.69549, -0.85649, 7.85275)
N (0.45886, 0.88617, -1.61262)
N (-1.00253, 2.58726, 0.35023)
N (-2.09620, -1.55344, -4.12712)
C (2.15056, -1.32501, 0.44560)
C (-0.38307, -1.83585, 0.26748)
C (-0.91487, 3.67241, 1.15820)
C (3.71328, -3.20216, 0.44916)
C (0.20669, 0.45878, 2.70669)
C (3.44624, -1.85551, 0.50044)
C (-0.08189, -0.20668, -3.67081)
C (-0.78954, -1.31866, -4.39931)
C (1.25427, 2.70123, 1.68893)
C (0.80227, 4.88201, 2.59469)
C (1.07936, -2.24033, 0.37022)
C (-0.25402, -0.23453, 5.37769)
C (-3.17033, 4.25161, 0.60545)
C (-2.67659, -2.77013, -4.70453)
C (-3.24552, 3.13831, -0.22684)
C (2.63824, -4.06948, 0.37794)
C (-0.25666, 0.00569, -2.31337)
C (2.51953, 2.75314, 2.26390)
C (1.38329, 1.60369, -2.26122)
C (-3.66231, -1.09353, -2.24294)
C (1.33888, -3.60058, 0.33474)
C (0.39210, 3.79627, 1.83171)
C (0.90424, 0.51549, -4.32602)
C (-2.00973, 4.51912, 1.30727)
C (-0.49540, -0.58170, 6.75456)
C (-3.02367, -0.59845, -3.53390)
C (1.00531, -0.42007, 4.81590)
C (-1.29061, 0.28608, 4.60675)
C (-1.05726, 0.61514, 3.28280)
C (-2.13598, 2.32462, -0.31030)
C (2.89069, 3.87173, 2.98665)
C (1.63689, 1.45090, -3.61082)
C (2.04690, 4.94861, 3.18017)
C (1.23068, -0.06669, 3.49513)
C (-2.28750, -4.01366, -3.91760)
H (-2.75999, -4.89492, -4.35255)
H (-3.80423, -0.39003, -4.27321)
H (-4.02630, 4.90525, 0.71313)
H (-2.26968, 0.41791, 5.04896)
H (-0.98017, -0.58103, -1.76405)
H (2.41017, 2.04052, -4.08163)
H (-4.23433, -2.00557, -2.41803)
H (-2.14356, 1.42375, -0.90998)
H (-1.95162, 5.36998, 1.96456)
H (-2.34437, -2.85615, -5.73901)
H (-4.35622, -0.34136, -1.86257)
H (0.51373, -4.29386, 0.26223)
H (2.22724, -0.19506, 3.08518)
H (2.34468, 5.81202, 3.75686)
H (-4.14311, 2.90112, -0.77890)
H (-1.88687, 0.98622, 2.68754)
H (-3.75918, -2.63841, -4.70311)
H (4.72793, -3.57209, 0.46741)
H (1.09664, 0.32321, -5.37331)
H (-1.20790, -4.15313, -3.94543)
H (3.21424, 1.92613, 2.17498)
H (-2.50405, 0.34467, -3.37130)
H (-2.59637, -3.92451, -2.87568)
H (1.94915, 2.31350, -1.66672)
H (-2.92452, -1.32219, -1.47172)
H (1.80270, -0.83162, 5.42135)

Computed properties:
**Strongest force on any atom**: 0.0119 Eh/bohr
**Spin multiplicity**: 1
**Total energy**: -90585.098 eV
**LUMO energy**: -1.4083 eV

---

Record 2
This record from OMol25 describes 2 unconnected molecules or ions with the total composition C4H7NO2. The level of theory is ωB97M-V with the def2-TZVPD basis set.

Cartesian coordinates (Å):
O (0.58936, -0.64407, -1.58373)
O (1.85785, -0.79810, 1.45729)
N (-0.57860, 0.55495, 0.33837)
C (-0.51149, -0.31247, -0.85632)
C (1.87110, 0.37397, 1.15247)
C (-1.07268, -0.84688, 0.37644)
C (-1.27311, 0.92407, -0.91762)
H (1.08646, -1.30951, -1.08493)
H (-0.81201, 1.77607, -1.41322)
H (-0.43269, -1.49001, 0.98110)
H (1.68781, 1.18369, 1.88088)
H (-2.14697, -1.01982, 0.47853)
H (-2.36576, 0.90607, -0.93265)
H (2.10071, 0.70204, 0.12340)

Computed properties:
**Strongest force on any atom**: 0.0096 Eh/bohr
**SMILES string**: OC12CN1C2.C=O
**Spin multiplicity**: 1
**Total energy**: -9843.245 eV
**LUMO energy**: 0.8622 eV

---

Record 3
This record from OMol25 describes 16 unconnected molecules or ions with the total composition H32O16 in a non-equilibrium geometry. The level of theory is ωB97M-V with the def2-TZVPD basis set.

Cartesian coordinates (Å):
O (4.03967, -0.61069, -0.78947)
O (2.12454, 1.62500, 1.33488)
O (-1.82318, 2.21587, -1.41859)
O (2.48086, -3.62858, 0.13214)
O (-1.46608, -2.29493, -2.54800)
O (-0.20563, 0.25689, -0.01866)
O (-2.57857, -0.88141, 0.24488)
O (-0.50923, 0.64830, 2.70566)
O (-0.11528, 0.13807, -2.77713)
O (-2.47788, 2.20772, 1.13000)
O (-1.01733, -2.13958, 2.48739)
O (1.73112, -1.73883, -1.80275)
O (2.45152, 1.55563, -1.81370)
O (1.79500, -1.19452, 1.30348)
O (0.44178, 3.18904, -0.29666)
O (-3.59683, -0.65872, 2.81679)
H (0.57368, -0.26632, 0.05875)
H (-0.94257, -1.19338, 2.50856)
H (1.35622, -2.60004, -2.06582)
H (-2.04144, 3.11138, -1.64141)
H (-0.80303, -2.47270, 1.61816)
H (3.01717, -3.45520, -0.64715)
H (-0.60535, 0.41111, -3.57204)
H (-0.94232, -0.30710, 0.16575)
H (-2.90808, -0.65117, 2.14680)
H (1.42105, 2.13037, 0.91388)
H (-0.19170, 1.51301, 3.02173)
H (2.35909, -0.42521, 1.47160)
H (-3.38766, 2.00142, 1.29666)
H (-2.18741, 2.11917, -0.53226)
H (1.03801, -1.11414, -1.96558)
H (2.28517, 1.31037, -2.73866)
H (2.08716, -2.80377, 0.35901)
H (-0.28793, 2.75488, -0.72244)
H (3.22017, -1.04174, -1.01359)
H (4.57427, -1.32496, -0.39406)
H (0.01273, 3.73167, 0.34012)
H (-2.88042, -0.35114, -0.49266)
H (-2.00292, 1.62768, 1.73212)
H (-0.19660, 0.62434, 1.80850)
H (-2.87449, -1.75954, -0.06114)
H (1.64237, 1.96895, -1.43225)
H (-3.25216, 0.06241, 3.32916)
H (-0.86250, -1.64535, -2.26048)
H (-0.43277, 0.67296, -2.04544)
H (2.86806, 1.81150, 0.75197)
H (1.32514, -1.27793, 2.10225)
H (-2.25539, -1.85079, -2.73029)

Computed properties:
**Strongest force on any atom**: 0.0535 Eh/bohr
**Spin multiplicity**: 1
**Total energy**: -33280.692 eV
**LUMO energy**: -0.4862 eV

---

Record 4
This record from OMol25 describes a molecular structure, C5H13N3P in a non-equilibrium geometry. The level of theory is ωB97M-V with the def2-TZVPD basis set.

Cartesian coordinates (Å):
P (4.45354, 0.43176, -0.04435)
N (0.80078, 0.25890, -0.13614)
N (-1.36903, 1.20095, 0.07750)
N (1.53668, -0.65712, -0.16758)
C (-2.24444, -0.88802, 0.46402)
C (3.06116, -0.21582, 0.83674)
C (-2.65118, 0.53876, 0.37124)
C (-0.51905, 0.16388, -0.78340)
C (-1.30023, -1.12934, -0.69101)
H (-3.00963, 0.97148, 1.40489)
H (-1.65067, -1.02232, 1.40645)
H (4.22573, -0.27490, -1.26147)
H (2.71239, 0.55621, 1.54448)
H (-3.09761, -1.60714, 0.45720)
H (-1.79332, -1.21601, -1.67387)
H (-0.73821, -2.14051, -0.71916)
H (-3.38433, 0.64966, -0.37413)
H (4.00853, 1.59919, -0.55478)
H (-0.73498, 1.30952, 0.82445)
H (-0.22479, 0.63217, -1.73826)
H (-1.37207, 2.09892, -0.35561)
H (3.29074, -1.26021, 1.11281)

Computed properties:
**Strongest force on any atom**: 0.0821 Eh/bohr
**Charge**: +1
**Spin multiplicity**: 1
**Total energy**: -19144.666 eV
**LUMO energy**: -3.1121 eV

---

Record 5
This record from OMol25 describes a molecular structure, C8H8O3 in a non-equilibrium geometry. The level of theory is ωB97M-V with the def2-TZVPD basis set.

Cartesian coordinates (Å):
O (-1.92607, 2.39661, -1.76516)
O (-2.30070, -0.13135, -1.24283)
O (0.03057, 3.28577, -1.40866)
C (1.22543, -0.15020, 0.75200)
C (-0.75736, -1.28787, -0.00898)
C (-0.42741, 1.03397, -0.57028)
C (0.47811, -1.34806, 0.69313)
C (-0.84141, 2.27197, -1.38207)
C (-1.19001, 0.01952, -0.57965)
C (0.99549, -2.55998, 1.48538)
C (0.76646, 1.11927, 0.17115)
H (1.06787, 3.18671, -1.63341)
H (-2.33133, 0.67361, -1.64237)
H (2.29813, -0.14705, 1.65935)
H (2.24969, -2.43873, 1.30713)
H (1.47814, 2.11693, 0.17622)
H (0.23911, -3.28784, 0.98621)
H (-1.30286, -2.30373, 0.14575)
H (0.24815, -2.44956, 2.85711)

Computed properties:
**Strongest force on any atom**: 0.2120 Eh/bohr
**Spin multiplicity**: 1
**Total energy**: -14562.221 eV
**LUMO energy**: 0.1405 eV

---

Record 6
This record from OMol25 describes 2 unconnected molecules or ions with the total composition C25H35F3N2O4P in a non-equilibrium geometry. The level of theory is ωB97M-V with the def2-TZVPD basis set.

Cartesian coordinates (Å):
P (-5.62439, 1.45780, -0.01695)
F (2.10978, 1.19995, -4.64417)
F (2.05824, -0.80490, -3.35311)
F (0.55926, -0.48842, -5.32902)
O (-4.71344, -0.23924, 2.83895)
O (-6.93457, -1.33624, 1.57680)
O (-3.06603, 1.46273, 3.53180)
O (0.23108, 0.82411, -3.23620)
N (-5.83478, 3.06012, -0.35534)
N (-1.65773, 0.34362, -1.79471)
C (1.20114, -4.96441, 2.67522)
C (4.61397, 1.00071, -0.47364)
C (1.70119, -6.54983, 2.76133)
C (-4.39779, -1.67262, 2.79459)
C (1.57145, -4.17251, 1.26970)
C (1.10096, -2.59105, 1.10107)
C (-3.09873, 0.78168, -1.65879)
C (-5.89924, -2.36851, 2.12997)
C (-3.53446, 0.60859, 2.60775)
C (-1.20862, 0.07845, 0.91452)
C (-1.10172, 0.20269, -3.22716)
C (4.43244, 3.23811, -2.66681)
C (-0.22289, -0.25768, 2.19796)
C (5.53181, 4.20923, -2.22930)
C (1.16992, 0.13348, -4.13202)
C (-3.79905, 0.91148, -0.16864)
C (-0.13398, -2.62638, 3.71534)
C (5.00503, 5.59062, -1.87019)
C (-0.70351, 0.00637, -0.67078)
C (3.37621, 2.92214, -1.60081)
C (0.36846, -4.21049, 3.89925)
C (-6.08529, -2.13833, 0.41920)
C (3.91863, 2.34150, -0.29234)
C (0.25009, -1.82390, 2.29901)
C (-2.80871, 0.52204, 1.11736)
H (4.32055, 5.55399, -1.01897)
H (1.93344, -6.91642, 1.64946)
H (-3.65645, -2.00063, 1.95275)
H (-0.67735, 0.14227, 3.22090)
H (4.60362, 3.04862, 0.18644)
H (-4.23619, -2.18541, 3.83272)
H (6.24986, 4.31407, -3.05133)
H (-6.18648, 1.28926, 1.32221)
H (4.94863, 0.61687, 0.49547)
H (-6.98997, -2.69493, -0.11902)
H (0.41344, -0.33811, -0.88882)
H (2.15182, -4.71286, 0.40156)
H (3.92285, 3.65189, -3.54528)
H (-0.72807, -2.09266, 4.60183)
H (6.09328, 3.79898, -1.38284)
H (4.90149, 2.30670, -3.00208)
H (-6.40732, 0.63493, -0.94452)
H (-6.30049, -3.45276, 2.61731)
H (2.70674, -6.62529, 3.36080)
H (-3.77111, 1.04399, -2.60865)
H (-1.85443, 0.81882, -3.91600)
H (2.65449, 2.21550, -2.03045)
H (4.48079, 6.03995, -2.71899)
H (5.49260, 1.08451, -1.11870)
H (1.39998, -2.06244, 0.09536)
H (2.80622, 3.83004, -1.37183)
H (3.08067, 2.20815, 0.40211)
H (-5.28026, -1.47789, -0.11606)
H (0.15914, -4.84537, 4.87816)
H (0.77179, 0.37523, 2.00970)
H (5.83580, 6.25030, -1.59870)
H (-1.11244, -0.95092, -3.44840)
H (3.93165, 0.26443, -0.91118)
H (-4.90027, 3.47912, -0.55741)
H (0.86724, -7.26289, 3.19255)

Computed properties:
**Strongest force on any atom**: 0.1810 Eh/bohr
**Charge**: +1
**Spin multiplicity**: 1
**Total energy**: -55071.493 eV
**LUMO energy**: -5.6184 eV